1.
{"formula": "C6H12N2O4S", "method": "wB97M-V/def2-TZVPD", "homo_energy_ev": -9.5, "orbital_gap_ev": 9.859, "largest_force_ev_per_a": 4.82, "de_lowest_kj_mol": 303.4, "smiles": "N[C@@H](CS)C(=O)N[C@@H](CO)C(=O)O", "species": ["C", "C", "C", "C", "C", "C", "H", "H", "H", "H", "H", "H", "H", "H", "H", "H", "H", "H", "N", "N", "O", "O", "O", "O", "S"], "xyz": [[-1.491, 0.889, 0.602], [-0.536, 1.065, -0.681], [-2.096, -0.441, 0.890], [1.467, -0.411, 0.163], [2.898, 0.236, 0.095], [1.570, -1.845, -0.319], [-3.305, 1.923, -0.040], [-2.039, 2.797, 0.366], [-0.727, 1.322, 1.350], [-2.863, -0.245, 1.714], [-1.482, -1.191, 1.377], [-2.965, -2.459, -0.019], [1.221, 0.508, -1.707], [0.989, -0.356, 1.118], [2.387, -1.880, -1.117], [2.058, -2.239, 0.585], [-0.374, -1.365, -0.905], [3.728, 1.755, -0.621], [-2.543, 1.924, 0.692], [0.570, 0.226, -0.877], [-0.759, 2.082, -1.416], [3.924, -0.288, 0.564], [0.237, -2.292, -0.537], [2.803, 1.523, -0.567], [-2.673, -1.238, -0.710]]}

***

2.
{"formula": "C25H36NOP3Pt", "method": "wB97M-V/def2-TZVPD", "homo_energy_ev": [-3.7, -6.9], "orbital_gap_ev": [4.138, 6.940], "largest_force_ev_per_a": 3.49, "spin_multiplicity": 3, "de_lowest_kj_mol": 117.6, "species": ["Pt", "H", "H", "P", "P", "C", "H", "H", "H", "C", "H", "H", "H", "C", "H", "H", "H", "C", "H", "H", "H", "C", "H", "H", "H", "C", "H", "H", "H", "C", "O", "H", "N", "P", "C", "C", "C", "C", "C", "C", "C", "C", "C", "C", "C", "C", "C", "C", "C", "C", "C", "C", "H", "H", "H", "H", "H", "H", "H", "H", "H", "H", "H", "H", "H", "H", "H"], "xyz": [[0.099, -0.007, -0.707], [-1.026, -0.899, 0.113], [-1.000, 1.137, 1.535], [-0.002, -2.363, -0.578], [0.024, 2.272, -0.666], [1.398, 3.180, 0.135], [1.323, 4.251, -0.106], [1.401, 3.083, 1.229], [2.351, 2.796, -0.245], [0.043, 2.753, -2.411], [-0.830, 2.286, -2.885], [0.002, 3.847, -2.502], [0.963, 2.352, -2.856], [-1.428, 3.133, 0.070], [-1.448, 3.086, 1.168], [-1.399, 4.197, -0.206], [-2.361, 2.697, -0.303], [0.205, -2.782, -2.322], [0.151, -3.869, -2.447], [-0.586, -2.293, -2.903], [1.180, -2.412, -2.663], [1.309, -3.237, 0.320], [1.168, -3.140, 1.400], [1.270, -4.304, 0.049], [2.287, -2.825, 0.048], [-1.541, -3.204, -0.041], [-2.400, -2.728, -0.529], [-1.496, -4.266, -0.316], [-1.648, -3.113, 1.047], [0.830, 0.292, 1.261], [1.954, -0.008, 1.586], [-1.131, 0.134, -1.774], [-0.170, 0.817, 2.082], [-0.211, 0.955, 3.790], [1.206, 1.875, 4.363], [2.252, 1.212, 5.028], [3.354, 1.940, 5.467], [3.418, 3.322, 5.249], [2.378, 3.979, 4.578], [1.253, 3.270, 4.160], [-1.764, 1.814, 4.041], [-1.941, 2.520, 5.249], [-3.179, 3.069, 5.571], [-4.248, 2.956, 4.674], [-4.081, 2.266, 3.468], [-2.863, 1.653, 3.168], [-0.269, -0.737, 4.374], [-0.252, -1.825, 3.475], [-0.301, -3.132, 3.974], [-0.400, -3.325, 5.356], [-0.464, -2.248, 6.242], [-0.402, -0.944, 5.749], [2.203, 0.134, 5.158], [4.177, 1.420, 5.962], [4.282, 3.886, 5.606], [2.457, 5.042, 4.363], [0.427, 3.783, 3.667], [-1.113, 2.612, 5.951], [-3.301, 3.588, 6.521], [-5.207, 3.405, 4.920], [-4.908, 2.196, 2.765], [-2.794, 1.035, 2.264], [-0.185, -1.655, 2.401], [-0.256, -3.968, 3.285], [-0.424, -4.345, 5.747], [-0.555, -2.402, 7.316], [-0.463, -0.083, 6.421]]}